Run one
# C4H5N

2 unconnected molecules or ions with the total composition C4H5N (the ωB97M-V functional and the def2-TZVPD basis, the OMol25 dataset).

XYZ file:
```
10
Properties=species:S:1:pos:R:3
C -1.070 -1.184 0.084
C -1.383 0.848 -0.092
C -0.271 -0.108 -0.061
C 1.879 0.180 0.015
N -2.260 -0.058 0.026
H -1.246 -2.307 0.107
H -1.494 1.981 -0.119
H 2.131 -0.696 -0.479
H 1.972 0.371 1.095
H 1.743 0.971 -0.576
```

The value obtained for the HOMO-LUMO gap is 8.6 eV. The value obtained for the LUMO energy is 0.003 Eh. The spin multiplicity is 1.



Run two
# C4H5N

C4H5N in the gas phase (the ωB97M-V functional and the def2-TZVPD basis, the OMol25 dataset).

XYZ file:
```
10
Properties=species:S:1:pos:R:3
C 0.125 -1.425 -0.040
C -1.014 -0.668 0.081
C 1.009 -0.178 -0.104
C -0.346 0.700 -0.016
N 2.228 -0.062 0.088
H 0.522 -2.402 -0.285
H -2.068 -0.830 0.235
H -0.743 1.088 -1.073
H -0.382 1.576 0.761
H 2.621 0.830 0.027
```

As for the SMILES: [H]/N=C1/C=CC1. The value obtained for the HOMO-LUMO gap is 10.4 eV. The value obtained for the LUMO energy is 0.036 Eh. The spin multiplicity is 1.



Result of the stability comparison: run one is the least stable of them.



Run one
# C4H5N

C4H5N in the gas phase (the ωB97M-V functional and the def2-TZVPD basis, the OMol25 dataset).

XYZ file:
```
10
Properties=species:S:1:pos:R:3
C 0.758 0.453 1.196
C 1.193 0.344 -0.060
C -1.255 -0.141 0.686
C 0.292 -0.138 -1.030
N -0.950 -0.396 -0.558
H 0.978 0.820 2.163
H 2.206 0.582 -0.360
H -2.093 -0.479 1.248
H 0.502 -0.267 -2.074
H -1.632 -0.778 -1.211
```

The value obtained for the HOMO-LUMO gap is 8.0 eV. The value obtained for the LUMO energy is 0.038 Eh. The spin multiplicity is 1.



Run two
# C4H5N

C4H5N in the gas phase (the ωB97M-V functional and the def2-TZVPD basis, the OMol25 dataset).

XYZ file:
```
10
Properties=species:S:1:pos:R:3
C 2.835 -0.191 -0.223
C 0.713 0.536 0.204
C -0.520 0.865 0.411
C -1.563 -0.213 -0.009
N 1.625 -0.143 -0.198
H 3.253 -1.142 -0.657
H -0.835 1.644 0.982
H -2.589 -0.038 0.407
H -1.096 -1.179 0.095
H -1.823 -0.139 -1.012
```

The value obtained for the HOMO-LUMO gap is 8.5 eV. The value obtained for the LUMO energy is 0.019 Eh. The spin multiplicity is 1.



Result of the stability comparison: run two is the least stable of them.



Run one
# C4H5N

C4H5N in the gas phase (the ωB97M-V functional and the def2-TZVPD basis, the OMol25 dataset).

XYZ file:
```
10
Properties=species:S:1:pos:R:3
C 0.986 1.150 -1.780
C 0.660 0.895 -0.678
C -0.776 -0.715 0.460
C 0.268 0.521 0.657
N -0.467 -1.804 0.956
H 1.225 1.599 -2.804
H -1.707 -0.453 0.164
H -0.378 1.157 1.243
H 1.265 0.229 1.095
H -1.077 -2.579 0.688
```

As for the SMILES: [H]/N=C/CC#C. The value obtained for the HOMO-LUMO gap is 10.6 eV. The value obtained for the LUMO energy is 0.041 Eh. The spin multiplicity is 1.



Run two
# C4H5N

C4H5N in the gas phase (the ωB97M-V functional and the def2-TZVPD basis, the OMol25 dataset).

XYZ file:
```
10
Properties=species:S:1:pos:R:3
C 2.248 -0.414 -0.095
C 1.064 -0.387 0.118
C -0.372 -0.407 0.330
C -1.124 0.854 0.162
N -1.143 -0.385 -0.891
H 3.302 -0.433 -0.267
H -0.706 -1.125 1.073
H -0.509 1.690 -0.184
H -2.139 0.583 -0.202
H -0.621 -0.072 -1.694
```

As for the SMILES: C#C[C@H]1CN1. The value obtained for the HOMO-LUMO gap is 10.7 eV. The value obtained for the LUMO energy is 0.041 Eh. The spin multiplicity is 1.



Result of the stability comparison: run two is the least stable of them.



Run one
# C5H9NS

2 unconnected molecules or ions with the total composition C5H9NS (the ωB97M-V functional and the def2-TZVPD basis, the OMol25 dataset).

XYZ file:
```
16
Properties=species:S:1:pos:R:3
C 0.645 2.699 0.713
C 0.768 1.667 0.121
C 2.503 -0.044 -0.492
C -2.622 -1.851 0.684
C 1.068 0.449 -0.638
N -2.229 -0.952 -0.314
S -2.807 0.501 -0.340
H 0.518 3.748 0.981
H 2.691 -0.466 0.562
H 3.070 0.892 -0.816
H 2.815 -0.833 -1.147
H -3.079 -2.703 0.217
H -1.611 -2.262 1.163
H -3.104 -1.395 1.578
H 0.272 -0.213 -0.593
H 1.103 0.762 -1.678
```

As for the SMILES: C#CCC.CN=S. The value obtained for the HOMO-LUMO gap is 7.4 eV. The value obtained for the LUMO energy is -0.039 Eh. The spin multiplicity is 1.



Run two
# C5H9NS

A molecular structure, C5H9NS (the ωB97M-V functional and the def2-TZVPD basis, the OMol25 dataset).

XYZ file:
```
16
Properties=species:S:1:pos:R:3
C 0.702 -0.886 -0.132
C -0.148 0.017 -1.093
C 0.155 1.461 -0.644
C 0.176 1.270 0.882
C -0.122 -0.265 1.025
H 2.522 -1.325 0.498
H 2.352 0.291 0.264
H 0.418 -1.922 -0.334
H -0.206 -0.211 -2.172
H 1.065 1.856 -1.094
H -0.679 2.098 -0.986
H 1.138 1.486 1.374
H -0.725 1.745 1.305
H -0.060 -0.739 2.015
N 2.120 -0.658 -0.151
S -1.578 -0.516 -0.002
```

The value obtained for the HOMO-LUMO gap is 9.5 eV. The value obtained for the LUMO energy is 0.034 Eh. The spin multiplicity is 1.



Result of the stability comparison: run one is the least stable of them.



Run one
# C4H12

2 unconnected molecules or ions with the total composition C4H12 (the ωB97M-V functional and the def2-TZVPD basis, the OMol25 dataset).

XYZ file:
```
16
Properties=species:S:1:pos:R:3
C 1.437 -0.198 -2.272
C 0.169 0.204 -1.570
H 1.134 -0.404 -3.282
H 2.224 0.551 -2.069
H 2.135 -1.012 -1.939
H -0.082 1.208 -1.203
H -0.206 -0.654 -0.965
H -0.645 0.126 -2.492
C -1.274 0.531 1.827
C -0.119 -0.424 2.026
H -2.112 0.156 2.446
H -1.206 1.506 2.369
H -1.719 0.643 0.816
H 0.734 -0.362 1.351
H 0.094 -0.349 3.134
H -0.564 -1.523 1.822
```

The value obtained for the HOMO-LUMO gap (alpha / beta) is 2.7 / 11.5 eV. The value obtained for the LUMO energy (alpha / beta) is 0.156 / 0.160 Eh. As for the expectation value of S²: 0.750. The spin multiplicity is 2. As for the charge: -1.



Run two
# C4H12

2 unconnected molecules or ions with the total composition C4H12 (the ωB97M-V functional and the def2-TZVPD basis, the OMol25 dataset).

XYZ file:
```
16
Properties=species:S:1:pos:R:3
C -1.789 0.812 1.266
C -0.783 0.059 2.056
H -1.382 1.858 1.272
H -1.747 0.626 0.141
H -2.742 0.735 1.581
H -0.494 -0.897 1.558
H 0.257 0.417 1.852
H -1.005 0.091 3.166
C 0.811 -1.095 -1.535
C 1.630 0.242 -1.627
H -0.149 -1.013 -2.146
H 1.395 -1.652 -2.286
H 0.593 -1.603 -0.593
H 0.934 1.022 -1.905
H 2.466 -0.013 -2.222
H 2.005 0.412 -0.577
```

The value obtained for the HOMO-LUMO gap (alpha / beta) is 2.9 / 11.5 eV. The value obtained for the LUMO energy (alpha / beta) is 0.162 / 0.161 Eh. As for the expectation value of S²: 0.750. The spin multiplicity is 2. As for the charge: -1.



Run three
# C4H12

2 unconnected molecules or ions with the total composition C4H12 (the ωB97M-V functional and the def2-TZVPD basis, the OMol25 dataset).

XYZ file:
```
16
Properties=species:S:1:pos:R:3
C -1.234 1.084 0.101
C -2.750 1.320 0.421
H -0.643 1.006 0.989
H -1.028 0.221 -0.324
H -0.734 1.931 -0.344
H -2.987 1.074 1.540
H -3.496 0.614 0.038
H -2.847 2.390 -0.012
C 2.511 -1.040 -0.873
C 1.432 -1.389 0.129
H 3.266 -1.716 -1.194
H 1.883 -0.571 -1.649
H 3.279 -0.327 -0.284
H 1.463 -2.374 0.680
H 0.431 -1.606 -0.186
H 1.454 -0.618 0.968
```

The value obtained for the HOMO-LUMO gap (alpha / beta) is 2.7 / 11.7 eV. The value obtained for the LUMO energy (alpha / beta) is 0.153 / 0.160 Eh. As for the expectation value of S²: 0.750. The spin multiplicity is 2. As for the charge: -1.



Result of the stability comparison: run three is the least stable of them.



Run one
# C4H12

2 unconnected molecules or ions with the total composition C4H12 (the ωB97M-V functional and the def2-TZVPD basis, the OMol25 dataset).

XYZ file:
```
16
Properties=species:S:1:pos:R:3
C -0.912 -0.732 -1.791
C -1.887 -0.759 -0.609
H -0.069 -0.059 -1.621
H -0.546 -1.755 -1.901
H -1.267 -0.353 -2.750
H -2.558 -1.617 -0.763
H -1.449 -0.924 0.370
H -2.553 0.071 -0.745
C 1.058 1.295 0.901
C 1.798 0.173 1.597
H -0.011 1.358 1.142
H 1.362 2.342 0.844
H 0.992 1.122 -0.187
H 1.486 -0.831 1.328
H 1.674 0.364 2.672
H 2.882 0.305 1.513
```

The value obtained for the HOMO-LUMO gap (alpha / beta) is 2.8 / 12.0 eV. The value obtained for the LUMO energy (alpha / beta) is 0.162 / 0.169 Eh. As for the expectation value of S²: 0.750. The spin multiplicity is 2. As for the charge: -1.



Run two
# C4H12

2 unconnected molecules or ions with the total composition C4H12 (the ωB97M-V functional and the def2-TZVPD basis, the OMol25 dataset).

XYZ file:
```
16
Properties=species:S:1:pos:R:3
C 1.799 1.876 -0.024
C 0.534 2.021 0.809
H 2.029 2.884 -0.409
H 2.710 1.661 0.541
H 1.781 1.239 -0.899
H 0.214 1.203 1.456
H -0.316 2.208 0.146
H 0.693 2.873 1.477
C -1.395 -2.669 -0.598
C -0.925 -1.305 -0.173
H -0.697 -3.343 -1.113
H -1.691 -3.250 0.287
H -2.253 -2.671 -1.274
H -1.822 -0.692 -0.019
H -0.345 -0.781 -0.938
H -0.316 -1.254 0.729
```

The value obtained for the HOMO-LUMO gap (alpha / beta) is 2.7 / 12.2 eV. The value obtained for the LUMO energy (alpha / beta) is 0.157 / 0.165 Eh. As for the expectation value of S²: 0.750. The spin multiplicity is 2. As for the charge: -1.



Result of the stability comparison: run one is the least stable of them.



Run one
# C4H12

2 unconnected molecules or ions with the total composition C4H12 (the ωB97M-V functional and the def2-TZVPD basis, the OMol25 dataset).

XYZ file:
```
16
Properties=species:S:1:pos:R:3
C -1.333 -1.430 1.488
C -1.845 -0.002 1.573
H -1.463 -2.169 2.258
H -1.597 -1.803 0.520
H -0.201 -1.379 1.384
H -2.944 -0.209 1.695
H -1.817 0.581 0.659
H -1.531 0.620 2.411
C 1.514 1.007 -2.220
C 1.692 0.437 -0.802
H 0.715 0.429 -2.731
H 1.133 2.050 -2.340
H 2.463 0.966 -2.806
H 2.783 0.391 -0.550
H 1.242 -0.543 -0.812
H 1.255 1.030 -0.043
```

The value obtained for the HOMO-LUMO gap (alpha / beta) is 2.7 / 11.6 eV. The value obtained for the LUMO energy (alpha / beta) is 0.157 / 0.162 Eh. As for the expectation value of S²: 0.750. The spin multiplicity is 2. As for the charge: -1.



Run two
# C4H12

2 unconnected molecules or ions with the total composition C4H12 (the ωB97M-V functional and the def2-TZVPD basis, the OMol25 dataset).

XYZ file:
```
16
Properties=species:S:1:pos:R:3
C 1.394 2.469 -0.489
C -0.092 2.256 -0.180
H 1.646 2.260 -1.536
H 1.814 3.376 -0.275
H 2.205 1.857 0.168
H -0.589 2.983 -0.737
H -0.653 1.342 -0.343
H -0.353 2.691 0.844
C -1.040 -3.042 -0.140
C -0.355 -1.914 0.691
H -1.303 -3.698 0.664
H -2.012 -2.659 -0.467
H -0.282 -3.237 -0.839
H -0.562 -0.861 0.327
H -0.542 -1.941 1.785
H 0.722 -1.883 0.527
```

The value obtained for the HOMO-LUMO gap (alpha / beta) is 2.7 / 11.8 eV. The value obtained for the LUMO energy (alpha / beta) is 0.155 / 0.161 Eh. As for the expectation value of S²: 0.750. The spin multiplicity is 2. As for the charge: -1.



Run three
# C4H12

2 unconnected molecules or ions with the total composition C4H12 (the ωB97M-V functional and the def2-TZVPD basis, the OMol25 dataset).

XYZ file:
```
16
Properties=species:S:1:pos:R:3
C 0.097 -1.823 2.001
C 1.164 -1.362 1.031
H 0.351 -2.802 2.459
H 0.048 -1.337 2.961
H -0.870 -1.726 1.534
H 1.248 -0.284 0.744
H 1.162 -1.986 0.051
H 2.202 -1.532 1.385
C -0.530 1.324 -2.207
C -0.870 1.832 -0.786
H -0.211 0.272 -2.331
H -1.216 1.273 -3.031
H 0.177 1.925 -2.645
H -1.398 2.841 -0.751
H 0.015 2.096 -0.330
H -1.369 1.289 -0.085
```

The value obtained for the HOMO-LUMO gap (alpha / beta) is 2.8 / 12.2 eV. The value obtained for the LUMO energy (alpha / beta) is 0.158 / 0.166 Eh. As for the expectation value of S²: 0.750. The spin multiplicity is 2. As for the charge: -1.



Result of the stability comparison: run two is the least stable of them.



Run one
# C4H8FN2

A gas-phase ion, C4H8FN2 (charge +1) (the ωB97M-V functional and the def2-TZVPD basis, the OMol25 dataset).

XYZ file:
```
15
Properties=species:S:1:pos:R:3
C 1.574 -0.202 0.074
C -0.889 -0.496 0.121
C 2.781 0.229 0.669
C -1.277 -0.191 -1.287
N 0.207 -0.097 0.685
N -1.800 -1.117 0.914
F 1.587 -0.933 -0.988
H 2.746 1.275 1.029
H 3.714 -0.104 0.041
H 3.084 -0.194 1.731
H -1.888 0.745 -1.359
H -0.308 -0.109 -1.921
H -1.796 -1.013 -1.675
H -2.599 -1.608 0.473
H -1.505 -1.326 1.844
```

As for the SMILES: CC(=[NH2+])/N=C(/C)F. The value obtained for the HOMO-LUMO gap (alpha / beta) is 9.7 / 9.7 eV. The value obtained for the LUMO energy (alpha / beta) is -0.195 / -0.195 Eh. The spin multiplicity is 1. As for the charge: +1.



Run two
# C4H8FN2

A molecular structure, C4H8FN2 (the ωB97M-V functional and the def2-TZVPD basis, the OMol25 dataset).

XYZ file:
```
15
Properties=species:S:1:pos:R:3
C -0.490 1.267 1.334
C -0.907 0.711 -0.125
C 0.607 -0.854 0.952
C 0.639 -0.503 -1.458
N 0.311 0.634 2.010
N -0.273 -0.589 -0.298
F -1.099 2.402 1.714
H -1.991 0.740 -0.048
H -0.515 1.345 -0.864
H 1.665 -0.820 0.922
H 0.208 -1.617 1.660
H 1.509 0.168 -1.278
H 1.082 -1.500 -1.709
H 0.305 -0.152 -2.376
H -1.051 -1.233 -0.435
```

The value obtained for the HOMO-LUMO gap is 11.7 eV. The value obtained for the LUMO energy is -0.134 Eh. The spin multiplicity is 1. As for the charge: +1.



Result of the stability comparison: run two is the least stable of them.